w:
# CH14O6

A 6-piece molecular cluster, CH14O6 overall (ωB97M-V/def2-TZVPD, the Open Molecules 2025 dataset).

```
21
Properties=species:S:1:pos:R:3:lowdin_charge:R:1
C -0.24865 1.32468 1.91775 -0.1435
O -0.03492 0.06270 1.26291 -0.1518
H -0.56363 1.13085 2.94392 0.0738
H -1.09756 1.83735 1.45358 0.0638
H 0.64338 1.94208 1.85965 0.0801
H 0.88716 0.07371 0.95333 0.0361
O 2.58639 -1.52136 -2.67042 -0.0636
H 3.05837 -0.94915 -3.28222 0.0388
H 1.84684 -0.96075 -2.37096 -0.0191
O 0.28463 -0.18462 -1.78214 -0.0592
H -0.63122 -0.05639 -1.47072 0.0071
H 0.51417 0.63084 -2.23654 0.0538
O -2.36641 0.17252 -0.95704 -0.0485
H -2.63643 1.06969 -1.19026 0.0642
H -2.24490 0.18979 0.00484 0.0135
O 2.91558 -0.31702 0.27910 -0.0409
H 2.74414 -0.46073 -0.65823 0.0019
H 3.56637 -0.97676 0.50300 0.0426
O -2.85314 -0.72786 2.01731 -0.0532
H -2.57951 -1.57685 1.63047 0.0591
H -3.79064 -0.70272 1.79264 0.0452
```

Output
SMILES   CO.O.O.O.O.O
HOMO   -9.863 eV
Net charge   0
Orbital gap   10.33 eV

---

x:
# CH14O6

A 6-piece molecular cluster, CH14O6 overall (ωB97M-V/def2-TZVPD, the Open Molecules 2025 dataset).

```
21
Properties=species:S:1:pos:R:3:lowdin_charge:R:1
C -1.01046 -0.63698 2.39620 -0.1077
O -1.75941 -1.35885 1.39970 -0.1644
H -0.46623 -1.41068 2.94773 0.0814
H -0.29005 0.06167 1.97526 0.0773
H -1.75407 -0.23553 3.06945 0.0825
H -1.18412 -2.01424 0.97655 0.0470
O -1.77737 1.35879 -3.50082 -0.0803
H -1.76699 0.65662 -2.83139 -0.0047
H -2.01695 2.21861 -3.14187 0.0269
O -2.02487 0.09297 -0.87625 -0.0830
H -1.78191 -0.50531 -0.12660 -0.0008
H -2.91173 -0.25537 -1.03891 0.0483
O 2.44043 2.04222 -1.43355 -0.0482
H 1.65848 2.59110 -1.54335 0.0461
H 3.21213 2.59341 -1.58693 0.0410
O 0.52137 -2.30879 -0.09497 -0.0328
H 1.33003 -2.03532 0.36051 0.0542
H 0.64126 -3.25754 -0.21932 0.0603
O 3.15409 0.92414 1.41690 -0.0593
H 2.40461 0.32818 1.34413 0.0082
H 3.38176 1.15089 0.50753 0.0081
```

Output
SMILES   CO.O.O.O.O.O
HOMO   -10.670 eV
Net charge   0
Orbital gap   10.81 eV

---

Stability summary: most stable w, least stable x.